ORCA calculation (ωB97M-V with the def2-TZVPD basis set) on 2 unconnected molecules or ions with the total composition C6H11NO in a non-equilibrium geometry.

```
19
Properties=species:S:1:pos:R:3:forces:R:3:nbo_charge:R:1
C 0.191598 0.023145 2.503713 1.2541 1.1631 1.3862 -0.69
C -0.507187 -0.574201 1.505500 -2.0353 -1.1145 -1.3361 -0.32
C -1.951474 -0.706164 1.419894 2.2937 1.0896 1.6578 -0.30
C -2.616664 -1.238624 0.376518 -1.3581 -0.9465 -1.6422 -0.65
H -0.365946 0.393460 3.367131 0.2932 0.0998 -0.0469 0.16
H 1.290950 0.170682 2.506126 -0.7984 -0.3448 -0.0133 0.17
H 0.061864 -1.026351 0.670273 -0.4151 0.2970 0.4069 0.19
H -2.573235 -0.288673 2.245964 0.6400 -0.2332 -0.4021 0.16
H -3.699316 -1.373160 0.424968 0.2531 0.0084 -0.1841 0.16
H -2.086807 -1.672224 -0.476837 -0.1866 0.0555 0.2065 0.16
C 1.548928 0.467064 -2.705580 0.1241 -0.1425 -0.1661 -0.72
C 1.602913 0.387396 -1.190993 -0.2943 -0.4396 1.4784 0.68
N 1.095220 1.492250 -0.485516 1.1584 -0.9193 -0.9969 -0.86
O 2.038141 -0.603997 -0.610694 0.1786 1.2053 -0.9553 -0.61
H 0.960228 1.326440 -3.057995 -0.0125 -0.4465 0.0764 0.21
H 1.159834 -0.509926 -3.052666 0.0934 0.6845 -0.0143 0.24
H 2.566419 0.594128 -3.121383 -0.3751 -0.1402 0.3538 0.23
H 0.209277 1.783094 -0.831432 -0.5976 0.4919 -0.2987 0.38
H 1.075259 1.355659 0.513010 -0.2154 -0.3682 0.4902 0.41
```
Positions in Å, forces in eV/Å.

Results
Total charge: -1
2S+1: 2
Molecular weight, g/mol: 113.16
Energy above the lowest of the compared OMol25 structures with the same formula, charge and spin, kJ/mol: 55.7
E_HOMO (spin up / spin down), eV: 0.528 / -2.994
E_tot, Eh: -365.152941
E_LUMO (spin up / spin down), eV: 3.6 / 3.5